Below is a 40-piece molecular cluster, H80O40 overall in a non-equilibrium geometry, with properties calculated with the ωB97M-V functional and the def2-TZVPD basis.

As for the energy: -3057.4947 Eh. The calculation puts the lowest unoccupied orbital energy at -0.841 eV. The value obtained for the relative energy (zero: lowest compared OMol25 entry of this formula, charge and spin) is 164.8 kcal/mol. The orbital gap comes out at 9.228 eV. Its HOMO energy is -10.07 eV.

```
! wB97M-V def2-TZVPD RIJCOSX def2/J DEFGRID3
* xyz 0 1
H 0.22286 2.07000 -1.71066
H 1.04026 2.33312 -2.93205
O 0.75022 2.76376 -2.12046
H -2.36156 0.82540 0.61824
H -0.90418 0.58008 -0.24856
O -1.48716 1.08350 0.31861
H 0.78530 -1.01968 2.35258
H 1.68826 -2.29359 2.15495
O 1.45513 -1.43015 1.78110
H -3.15735 -2.03836 0.10645
H -3.15147 -1.97897 -1.37814
O -3.00991 -2.60621 -0.65798
H 0.01808 5.71633 -0.11351
H 0.78858 5.90621 1.17654
O 0.40066 5.21049 0.62030
H 0.92738 0.67765 4.08000
O 0.38562 1.12284 3.43190
H 3.28745 3.06479 -1.71060
O 3.75073 2.37511 -2.28392
H -2.32367 -4.48995 1.19616
H -2.14721 -5.94586 1.67118
O -2.40186 -5.43194 0.90219
H -0.77381 5.61608 -2.74243
H -1.04443 4.88551 -1.44302
O -0.64847 5.69966 -1.79804
H -1.28374 -2.34915 2.05404
H -2.42153 -2.94667 2.87949
O -1.96273 -3.08273 2.03741
H 4.85767 -4.28142 -0.12722
H 3.29294 -3.94890 0.19192
O 4.18513 -4.02112 0.50628
H 0.18068 -5.64364 -1.71985
O 0.35157 -4.86186 -1.20263
H 1.78453 4.04689 3.91435
H 1.12445 4.34798 5.24485
O 0.90022 4.11960 4.33300
H 1.66666 3.86927 -0.87550
H 2.28811 2.65739 -0.27962
O 2.48319 3.61693 -0.36773
H 1.19096 1.12728 1.56669
H 2.37794 0.38526 0.66125
O 1.70965 1.10089 0.75792
H 2.64174 -2.31904 -2.96722
H 2.20269 -1.31877 -4.02363
O 2.31602 -2.26528 -3.87393
H -5.11623 -1.41397 0.26154
H -4.56398 -0.17198 1.20921
O -4.50097 -0.65865 0.38732
H -0.73778 -3.60824 -3.36348
H -1.87811 -4.49761 -3.33093
O -1.70073 -3.55004 -3.47865
H 3.30928 4.94497 1.15620
O 2.64296 4.73673 1.82271
H 2.52987 2.13308 -4.55378
H 1.42161 3.06058 -4.91194
O 2.33543 2.92144 -5.08667
H -3.91091 0.91332 2.98424
O -3.34201 1.43483 2.38006
H -0.78989 -4.03612 4.98042
H 0.10712 -3.48442 5.95846
O -0.83546 -3.47296 5.75850
H -1.13188 -1.73033 -1.43763
H -1.81597 -0.41735 -2.09781
O -1.20533 -1.14836 -2.21302
H -2.97813 1.68952 -2.86446
H -2.10035 1.82846 -1.64606
O -2.08775 1.94877 -2.55876
H -2.10180 -0.22662 2.42504
H -0.52073 -0.14258 2.10810
O -1.25835 -0.68940 2.38342
H 4.12643 0.69851 0.08195
H 3.55611 0.90323 -1.36882
O 3.64551 0.23775 -0.64145
H 3.59553 2.53960 1.35490
H 5.16761 2.68002 1.17475
O 4.44762 2.07738 1.38186
H -4.01284 -0.42041 -2.43784
H -4.05415 0.40502 -1.16780
O -4.04052 0.49640 -2.14218
H 0.39054 -1.88143 0.53572
H 1.06660 -2.43208 -0.82024
O 0.26629 -2.17571 -0.36685
H 5.05927 -0.47319 -1.35800
H 6.43930 -1.04790 -1.37980
O 5.74955 -0.75787 -1.99365
H -2.72547 0.11421 4.88832
H -4.14360 0.80321 5.14265
O -3.65063 0.16423 4.62445
H 0.41000 -0.04697 -2.34371
O 1.30878 0.20283 -2.62035
H -2.50002 3.31396 -0.12709
H -3.39852 4.43819 -0.03199
O -2.48496 4.27208 -0.24824
H 1.84964 4.81885 1.26829
H 0.37581 2.02176 3.15460
H -3.38141 2.36125 2.61154
H 3.56020 2.59096 -3.20159
H -0.57252 -4.55994 -1.06670
H 1.60495 0.47077 -1.73020
O -4.40628 -4.92351 -1.34330
H -4.03069 -5.51394 -0.69678
H -3.85277 -4.15138 -1.51988
O -1.79376 3.70414 -5.07135
H -1.24410 3.00384 -4.66867
H -2.53257 3.13074 -4.78392
O -5.22600 -3.73543 2.09128
H -4.87728 -4.27802 2.77509
H -4.55810 -3.31401 1.57177
O -6.24993 -2.54742 -0.00242
H -6.46224 -2.56855 0.93738
H -5.88813 -3.37565 -0.36735
O 4.69635 0.02339 -4.36120
H 5.50037 0.03847 -3.83049
H 4.03506 0.55802 -3.92910
O 5.57276 -1.75400 1.36408
H 4.97707 -1.06532 1.65155
H 5.07947 -2.41638 0.85774
O 3.60975 -0.20272 3.97547
H 4.06859 0.24694 4.68925
H 4.18181 0.03427 3.23555
*
```

=====

Below is a 40-piece molecular cluster, H80O40 overall in a non-equilibrium geometry, with properties calculated with the ωB97M-V functional and the def2-TZVPD basis.

As for the energy: -3057.0002 Eh. The calculation puts the lowest unoccupied orbital energy (alpha / beta) at -3.630 / -10.037 eV. The value obtained for the relative energy (zero: lowest compared OMol25 entry of this formula, charge and spin) is 189.5 kcal/mol. The orbital gap (alpha / beta) comes out at 9.191 / 2.784 eV. Its HOMO energy (alpha / beta) is -12.82 / -12.82 eV.

```
! wB97M-V def2-TZVPD RIJCOSX def2/J DEFGRID3
* xyz 1 2
H -3.43706 0.16595 2.13362
H -4.65498 0.33266 2.75229
O -4.27628 0.64301 1.96597
H 0.87683 3.68823 2.18824
H 1.62851 3.81891 0.88910
O 0.80604 3.97754 1.29162
H 0.74933 -2.78062 -1.30454
H -0.31794 -3.69982 -0.86764
O -0.19259 -2.76550 -1.08761
H 0.26944 0.36119 2.36423
H 0.17243 -1.09076 2.27947
O -0.42621 -0.34440 2.22373
H -1.43105 6.00822 -0.38829
H -0.59208 6.84655 -1.27676
O -0.81787 6.76704 -0.39110
H 2.79136 -1.13849 -0.37748
O 2.07750 -0.76317 0.07040
H -0.89244 -2.76882 5.60582
O -0.31681 -2.98957 4.86312
H 1.46155 -0.50522 -4.55367
H -0.10486 -0.77054 -4.11568
O 0.83781 -0.55613 -3.80263
H 2.86873 2.37118 4.19927
H 2.98037 0.87157 4.25295
O 3.46071 1.68207 4.36643
H -1.70148 -1.45358 -2.94418
H -2.34141 -1.20689 -4.14362
O -1.52724 -1.62696 -3.90466
H -5.32613 -1.43875 -0.93392
H -5.08806 -0.19389 -0.20405
O -5.59359 -0.44277 -0.99633
H -2.41184 3.41515 -3.34653
O -2.56349 2.82592 -4.07205
H 2.35165 -1.91542 6.18870
H 2.14488 -3.36838 5.57291
O 1.75764 -2.70292 6.16174
H 0.90270 -0.01470 4.50610
H 0.75932 -1.50576 4.54024
O 1.41377 -0.85017 4.32528
H 1.75477 -2.41839 2.62745
H 1.57971 -2.06152 1.12365
O 1.39998 -2.75248 1.80907
H 2.39415 -1.30218 -2.58980
H 1.28064 -2.17515 -2.65027
O 2.18933 -2.20736 -2.26874
H 0.14506 2.51390 -0.88286
H -1.13748 2.26160 -1.30957
O -0.54319 3.10624 -1.31601
H -0.75123 1.73749 5.97857
H -0.62378 0.44662 5.17488
O -0.25248 0.85788 5.97766
H -4.78955 -3.20395 0.80872
O -5.48966 -2.55822 1.09685
H 3.42133 5.25768 -0.45001
H 4.00661 3.96282 0.14352
O 4.23001 4.72142 -0.33533
H 4.45945 1.60746 1.76476
O 4.50877 1.63000 0.73400
H 2.94498 1.60518 -5.24795
H 1.65907 0.98070 -4.68322
O 2.51023 0.78234 -5.12720
H 3.54677 -4.70626 -1.82459
H 3.60081 -3.33462 -1.34890
O 4.06838 -4.20563 -1.16903
H 0.64328 -3.92278 -3.49390
H -0.64450 -4.63390 -3.27286
O 0.08033 -4.27545 -2.77144
H -2.79788 3.49821 3.34685
H -4.28180 3.06101 3.41441
O -3.48238 3.19627 3.89490
H -1.08774 0.66840 -6.10870
H -1.55898 1.82651 -5.91533
O -0.80410 1.37082 -5.51510
H -2.20548 -1.98241 -0.28068
H -1.99136 -1.08321 0.92562
O -2.65661 -1.58639 0.45766
H 3.67392 -5.13895 2.39623
H 2.63774 -4.55040 3.32850
O 3.57443 -4.48478 3.12911
H 0.48749 2.59550 -3.01632
H 1.43066 3.64424 -3.39135
O 1.27796 2.74136 -3.63686
H -3.73313 2.59669 -1.01618
H -3.21237 1.60564 -0.14581
O -2.88077 2.14607 -0.87206
H 3.20722 1.52720 -3.20566
H 2.88999 2.33645 -1.88449
O 3.15253 1.45220 -2.21590
H 5.77757 -0.49116 -0.78734
O 4.84102 -0.71254 -0.76928
H -2.12114 -4.01267 0.71028
H -2.65622 -3.00242 1.84683
O -2.83129 -3.82042 1.34238
H -4.82741 -1.88895 1.19222
H 1.67119 -0.04410 -0.47794
H 4.17685 0.91929 0.25841
H -0.00796 -3.86676 5.18001
H -2.69630 3.43284 -4.78511
H 4.69232 -1.63941 -0.51553
O -2.37578 -5.67901 2.88692
H -1.91398 -4.96127 2.47455
H -3.16758 -5.27013 3.17931
O -2.23300 4.65624 0.12585
H -1.50011 4.79011 0.70371
H -1.92891 3.92972 -0.53399
O 0.40212 0.71112 -1.47743
H -0.15119 0.10241 -0.97659
H 0.63448 0.29703 -2.33594
O -0.45006 -4.68063 0.46771
H -0.26975 -5.60177 0.33962
H 0.07949 -4.25201 1.13490
O 0.12876 5.88626 -2.87454
H -0.17517 5.91124 -1.90543
H 0.72500 5.15661 -2.99227
O 1.85431 1.72070 1.88333
H 2.71070 1.62656 1.41198
H 1.31115 1.56867 1.07967
O -4.40969 -0.57726 -3.37507
H -4.58053 -0.17719 -2.55485
H -4.83714 -0.06685 -4.07319
*
```

=====

Question: What is the formula in the first record?
Answer: H80O40